(1)
Molecular formula: C5H12N5S
Method: DFT, ωB97M-V/def2-TZVPD

## Properties
Electronic energy (eV): -23657.065
Charge: +1
Kohn-Sham gap (eV): 8.078

Geometry (Å):
C: 1.273 1.759 -2.878
C: -0.389 2.189 -1.140
C: 2.263 0.843 -3.102
C: -1.010 -1.088 1.893
C: -2.539 -1.148 1.966
N: -0.288 -0.067 1.476
N: 0.600 1.772 -1.704
N: 0.930 2.634 -3.967
N: -0.434 -2.053 2.561
N: 1.125 0.070 1.699
S: -1.399 2.552 -0.019
H: 2.779 0.264 -2.445
H: 2.771 0.655 -4.006
H: -2.965 -1.400 3.007
H: -2.809 -1.878 1.237
H: -2.822 -0.158 1.642
H: -0.723 0.592 0.812
H: 1.466 2.557 -4.793
H: -0.036 2.680 -4.311
H: -0.906 -2.856 2.992
H: 0.467 -1.919 2.974
H: 1.634 -0.064 0.814
H: 1.333 0.901 2.190

=====

(2)
Molecular formula: C5H12NO
Method: DFT, ωB97M-V/def2-TZVPD

## Properties
Electronic energy (eV): -8916.201
Charge: -1
Kohn-Sham gap (eV): 6.928

Geometry (Å):
C: -0.423 1.612 -1.792
O: -0.171 0.305 -1.586
C: -1.548 2.191 -0.855
H: -0.799 1.891 -2.814
H: 0.478 2.256 -1.603
H: -1.641 3.283 -0.943
H: -1.248 1.959 0.169
H: -2.512 1.724 -1.064
N: -0.533 -1.880 0.019
C: 0.758 -1.731 0.694
C: 1.383 -0.260 2.620
C: 0.894 -0.400 1.397
H: -0.545 -2.789 -0.427
H: -0.626 -1.121 -0.712
H: 1.608 -1.820 -0.010
H: 0.888 -2.519 1.443
H: 1.648 0.684 3.093
H: 1.589 -1.132 3.248
H: 0.707 0.422 0.719

=====

Q: The highest Kohn-Sham gap belongs to which entry?
A: C5H12N5S

=====

Q: Among the records above, which one has the lowest electronic energy?
A: C5H12N5S

=====

Q: Kohn-Sham gap of number 1 (C5H12N5S)?
A: 8.078 eV

=====

Q: electronic energy of number 2 (C5H12NO)?
A: -8916.201 eV